The following is a quantum chemistry calculation of a molecular structure, C36H28IrN2O8Te, from OMol25.

As for the relative energy (zero: lowest compared OMol25 entry of this formula, charge and spin): 0.0 kcal per mole. The HOMO-LUMO gap comes out at 6.678 eV.

```
! RIJCOSX wB97M-V def2-TZVPD def2/J DEFGRID3
* xyz 1 1
Ir 0.70796 -1.09401 -0.93587
O -2.04398 -4.16836 -1.24680
C -1.14812 -3.24562 -0.99077
O -0.67498 -2.51775 -1.86412
C -0.74431 -3.13059 0.44316
C -1.24758 -3.80959 1.53194
C -0.76117 -3.45503 2.79504
C 0.16991 -2.43554 2.93342
C 0.62845 -1.79414 1.79076
N 0.18404 -2.18782 0.60931
C 1.58142 -0.59831 1.70600
O 2.08450 -0.16114 2.70702
O 1.76465 -0.13601 0.48921
H -2.25661 -4.15341 -2.19526
H -1.99782 -4.57762 1.41049
H -1.13105 -3.96980 3.67088
H 0.53938 -2.11622 3.89834
C 4.92196 3.96907 -3.69798
C 3.87399 2.94714 -3.35015
C 3.85845 1.68821 -3.93201
C 2.90023 0.74445 -3.58337
C 2.98733 -0.62274 -4.16672
O 3.35307 -0.83017 -5.29952
C 2.63673 -1.77282 -3.25782
C 2.79191 -1.65154 -1.85160
C 2.48934 -2.74389 -1.03346
C 2.07489 -3.96671 -1.61180
C 1.94021 -4.06582 -2.97131
C 2.21648 -2.95862 -3.79904
C 1.86906 1.05103 -2.68384
O 0.88028 0.16550 -2.51547
C 1.89681 2.31297 -2.05761
C 2.90371 3.21888 -2.39365
C 0.95180 2.73075 -0.98784
N -0.32151 2.77488 -1.08397
C -1.06822 2.41489 -2.28211
C -2.49024 2.21959 -1.77127
Te -2.24301 2.06480 0.33144
C -3.97615 0.85669 0.53098
C -5.19627 1.33808 0.06958
C -6.34392 0.57496 0.23112
C -6.27164 -0.66291 0.85368
C -5.05363 -1.13817 1.31849
C -3.90179 -0.37933 1.16151
C 1.53257 3.19393 0.29596
C 2.75314 2.69516 0.74559
C 3.26075 3.09906 1.97004
C 2.56435 4.01470 2.74314
C 1.35559 4.53227 2.29411
C 0.84104 4.12315 1.07685
H 5.49080 3.66266 -4.57411
H 5.62334 4.10699 -2.87312
H 4.47033 4.93866 -3.90909
H 4.60972 1.41012 -4.66230
H 3.33142 -0.80286 -1.44792
H 2.78782 -2.70923 0.00776
H 1.91194 -4.83033 -0.97868
H 1.64522 -5.00724 -3.41632
H 2.12729 -3.03380 -4.87490
H 2.91939 4.17927 -1.88896
H -0.69587 1.49083 -2.71820
H -1.01715 3.21625 -3.02225
H -3.03654 1.36780 -2.16312
H -3.10354 3.12222 -1.86093
H -5.26952 2.30545 -0.41670
H -7.29433 0.94787 -0.12657
H -7.16895 -1.25364 0.98086
H -5.00312 -2.10066 1.81158
H -2.94900 -0.74431 1.52466
H 3.28458 1.96526 0.15244
H 4.19612 2.68932 2.32587
H 2.96663 4.33224 3.69625
H 0.82488 5.26458 2.88807
H -0.08151 4.54615 0.70175
O -0.97232 -0.11689 -0.62615
O -1.06647 0.57108 0.65530
*
```